C44H93Cl2F4NO16P3S | ωB97M-V with the def2-TZVPD basis set

Net charge: +1
Gap between HOMO and LUMO, eV: 7.7481
Lowest unoccupied orbital energy, hartree: -0.1261

Cartesian coordinates (Å):
Cl (-0.615, 6.250, -2.698)
Cl (-2.742, 4.873, -0.610)
S (1.955, 4.712, -1.113)
P (6.705, -6.185, 4.672)
P (1.217, -1.148, 6.016)
P (-8.588, -3.843, -3.849)
F (1.414, 1.689, -7.070)
F (0.323, 3.702, -6.355)
F (2.336, 4.371, -6.117)
F (3.254, 2.034, -6.010)
O (6.734, -5.120, 3.635)
O (8.175, -6.880, 4.431)
O (6.961, -5.403, 6.082)
O (1.220, -0.050, 4.998)
O (-10.128, -4.248, -4.070)
O (4.850, 6.959, -4.161)
O (1.443, -0.289, 7.399)
O (-7.509, -3.176, -3.072)
O (-4.752, 5.139, -3.118)
O (6.102, -7.543, 5.292)
O (0.747, -2.478, 6.816)
O (2.356, 0.984, 1.016)
O (2.694, -1.805, 5.758)
O (-0.356, 4.092, -4.117)
O (-8.574, -2.927, -5.219)
O (-7.919, -5.225, -4.397)
N (0.970, 3.270, -1.639)
C (-1.426, 2.336, -1.823)
C (1.048, 3.925, -4.121)
C (3.957, 4.056, -3.611)
C (3.244, -1.874, 4.437)
C (6.352, -4.142, 6.334)
C (-5.286, 1.796, -2.021)
C (-8.267, -1.534, -5.141)
C (1.908, 2.058, -5.858)
C (1.339, 2.092, -0.746)
C (4.365, -0.866, 4.305)
C (9.871, -5.960, 2.977)
C (6.701, -8.145, 6.456)
C (-10.543, -4.925, -5.273)
C (-0.912, 4.480, -2.906)
C (-5.685, 2.884, -3.025)
C (5.719, -8.113, 7.616)
C (-7.061, -6.005, -3.568)
C (-11.048, -6.318, -4.932)
C (1.422, 3.526, -5.583)
C (8.733, -6.949, 3.114)
C (0.776, 0.949, 7.620)
C (2.336, 2.284, 0.408)
C (-5.155, 6.487, -3.074)
C (-1.027, 4.341, -0.414)
C (5.899, 6.549, -3.295)
C (3.132, 2.891, -3.006)
C (-1.184, 1.326, -2.977)
C (-6.881, -1.276, -5.693)
C (-1.023, 3.559, 0.915)
C (1.590, 3.014, -3.012)
C (-0.510, 3.575, -1.684)
C (4.929, -4.295, 6.836)
C (0.606, -2.725, 9.231)
C (1.504, -2.842, 8.011)
C (-1.450, 4.522, 2.068)
C (-0.630, 0.741, 8.151)
C (-5.630, 4.293, -2.399)
C (-2.527, 0.754, -3.485)
C (5.306, 4.118, -2.836)
C (-7.852, -6.918, -2.650)
C (-4.871, 0.459, -2.681)
C (-3.401, 0.078, -2.400)
C (4.007, 7.894, -3.511)
C (6.272, 5.085, -3.528)
H (10.691, -6.233, 3.643)
H (-1.457, 1.733, -0.915)
H (2.393, -2.232, 8.129)
H (-5.539, -0.350, -2.378)
H (1.251, 2.008, -3.261)
H (1.836, -3.873, 7.891)
H (-2.338, 0.099, -4.337)
H (-6.160, 1.596, -1.395)
H (7.279, 4.961, -3.115)
H (-10.534, -6.723, -4.063)
H (2.478, -1.705, 3.680)
H (-6.625, 4.753, -2.393)
H (4.576, 8.791, -3.240)
H (-3.110, 0.323, -1.378)
H (10.247, -5.938, 1.953)
H (0.472, 1.662, -0.249)
H (-9.742, -4.972, -6.004)
H (4.031, 0.132, 4.590)
H (-0.057, 3.154, 1.213)
H (-5.395, 6.819, -2.054)
H (6.939, -9.174, 6.190)
H (2.039, 1.073, 1.921)
H (-6.137, -1.908, -5.208)
H (1.504, 4.971, 0.130)
H (5.150, 4.341, -1.777)
H (0.758, 1.557, 6.714)
H (-12.112, -6.295, -4.693)
H (-8.348, -1.174, -4.115)
H (6.958, -3.648, 7.095)
H (-8.561, -6.347, -2.045)
H (1.368, 1.496, 8.356)
H (-2.511, 4.436, 2.292)
H (3.629, -2.885, 4.291)
H (-5.086, 2.888, -3.939)
H (-3.326, -1.001, -2.557)
H (3.576, 2.653, -2.040)
H (-4.369, 7.140, -3.453)
H (-0.884, 4.321, 2.977)
H (-6.057, 6.656, -3.676)
H (-0.141, -1.947, 9.098)
H (-1.982, 4.365, -3.056)
H (-1.213, 0.104, 7.481)
H (-0.661, 1.695, -3.857)
H (-10.912, -6.995, -5.775)
H (-6.385, -5.372, -2.992)
H (3.508, 5.040, -3.482)
H (5.738, 3.114, -2.944)
H (-7.183, -7.464, -1.985)
H (-0.527, 5.289, -0.236)
H (4.460, -3.319, 6.969)
H (4.924, -4.812, 7.797)
H (1.463, 4.932, -3.971)
H (3.368, 2.476, 0.120)
H (4.251, 3.864, -4.639)
H (1.743, 1.258, -1.321)
H (6.379, -3.505, 5.447)
H (-0.623, 0.468, -2.579)
H (-1.143, 1.697, 8.260)
H (7.970, -6.769, 2.357)
H (-4.988, 0.550, -3.765)
H (-3.082, 1.608, -3.894)
H (1.553, 1.292, -5.162)
H (5.081, -8.998, 7.606)
H (-5.344, 4.177, -1.342)
H (3.379, 2.027, -3.630)
H (-9.013, -1.002, -5.735)
H (-11.343, -4.329, -5.709)
H (-8.424, -7.643, -3.229)
H (9.101, -7.966, 2.972)
H (6.327, 4.856, -4.596)
H (5.065, -7.246, 7.556)
H (2.014, 2.968, 1.193)
H (-6.598, -0.230, -5.555)
H (5.193, -1.123, 4.968)
H (0.070, -3.658, 9.405)
H (-1.799, 2.795, 0.888)
H (-0.605, 0.256, 9.127)
H (6.248, -8.096, 8.569)
H (3.562, 7.439, -2.614)
H (4.737, -0.834, 3.280)
H (-2.461, 2.656, -1.953)
H (7.634, -7.659, 6.724)
H (5.629, 6.649, -2.234)
H (-6.846, -1.508, -6.759)
H (4.323, -4.883, 6.141)
H (-1.272, 5.558, 1.767)
H (3.211, 8.192, -4.193)
H (9.554, -4.956, 3.257)
H (6.771, 7.188, -3.482)
H (1.194, -2.507, 10.123)
H (-6.726, 2.729, -3.322)
H (-6.442, -6.604, -4.237)
H (-4.484, 2.143, -1.360)

C44H98N6O6 | ωB97M-V with the def2-TZVPD basis set

Energy relative to the best compared isomer or geometry (same formula, charge and spin), kJ/mol: 298.8
Gap between HOMO and LUMO, eV: 8.5271
Lowest unoccupied orbital energy, hartree: 0.0147

Cartesian coordinates (Å):
O (22.501, -3.901, -5.561)
O (27.396, -14.319, -4.327)
O (22.616, -12.431, -3.119)
O (24.285, -19.931, -0.115)
O (18.157, -9.203, -12.062)
O (13.689, -16.037, -1.390)
N (21.857, -4.779, -4.683)
N (22.893, -19.899, -0.176)
N (21.370, -12.709, -3.710)
N (27.102, -14.682, -7.948)
N (19.220, -9.978, -11.586)
N (15.767, -14.223, -2.121)
C (22.067, -14.862, -4.843)
C (21.910, -5.864, -2.456)
C (20.496, -12.100, -11.764)
C (26.973, -14.009, -6.651)
C (25.575, -13.392, -6.495)
C (18.002, -12.084, -12.444)
C (22.755, -21.220, -2.190)
C (27.097, -15.066, -3.170)
C (21.105, -14.901, -2.579)
C (20.406, -12.339, -10.249)
C (19.661, -14.224, -4.476)
C (16.015, -15.662, -1.994)
C (27.343, -14.992, -5.551)
C (20.753, -19.157, 0.800)
C (21.027, -11.684, -4.767)
C (20.144, -18.908, -0.586)
C (12.786, -16.977, -0.810)
C (21.578, -6.790, -6.202)
C (23.520, -4.057, -2.948)
C (19.786, -10.972, -13.764)
C (19.621, -8.577, -9.688)
C (22.875, -18.663, -2.345)
C (22.670, -17.617, 0.890)
C (21.085, -14.125, -3.905)
C (20.771, -19.865, -1.605)
C (20.941, -6.879, -3.017)
C (19.323, -13.427, -5.736)
C (22.663, -19.690, 2.240)
C (17.973, -10.547, -9.436)
C (22.294, -19.095, 0.880)
C (22.059, -11.621, -5.901)
C (20.153, -6.373, -4.157)
C (19.895, -4.959, -6.149)
C (19.317, -11.253, -12.350)
C (15.028, -16.334, -1.050)
C (20.837, -10.329, -4.121)
C (19.254, -10.001, -10.119)
C (23.861, -6.264, -4.096)
C (22.791, -5.239, -3.616)
C (20.897, -5.716, -5.298)
C (17.488, -15.843, -1.607)
C (19.612, -11.972, -5.342)
C (20.381, -10.940, -9.580)
C (22.336, -19.878, -1.549)
H (24.573, -19.015, -0.262)
H (22.412, -18.572, -3.330)
H (20.645, -20.924, -1.364)
H (24.126, -4.259, -2.071)
H (21.436, -7.819, -3.275)
H (20.299, -4.383, -6.983)
H (17.803, -11.607, -9.631)
H (23.758, -17.504, 0.901)
H (26.567, -15.550, -7.946)
H (25.171, -12.951, -7.407)
H (24.149, -6.041, -5.125)
H (22.319, -12.167, -2.241)
H (23.668, -7.328, -3.971)
H (13.008, -16.995, 0.262)
H (21.812, -9.890, -3.891)
H (19.635, -8.458, -8.601)
H (21.935, -10.633, -6.350)
H (14.794, -14.014, -2.340)
H (19.623, -7.242, -4.571)
H (11.751, -16.645, -0.860)
H (27.016, -14.368, -2.336)
H (22.248, -17.012, 0.085)
H (23.836, -21.321, -2.300)
H (22.280, -21.286, -3.170)
H (23.125, -14.706, -4.614)
H (24.805, -6.067, -3.579)
H (26.223, -15.720, -3.169)
H (20.414, -15.739, -2.618)
H (22.308, -17.103, 1.782)
H (17.016, -10.057, -9.636)
H (19.464, -12.842, -10.015)
H (22.127, -15.134, -2.274)
H (19.915, -11.887, -14.340)
H (20.489, -9.639, -4.896)
H (22.706, -3.394, -2.618)
H (24.784, -14.090, -6.208)
H (15.239, -17.403, -0.953)
H (20.379, -18.475, 1.565)
H (18.239, -15.552, -2.337)
H (27.777, -13.269, -6.680)
H (20.149, -11.199, -8.546)
H (15.761, -13.744, -1.218)
H (21.757, -15.900, -4.975)
H (17.313, -11.581, -11.764)
H (22.476, -22.089, -1.594)
H (22.486, -6.407, -6.672)
H (23.954, -3.367, -3.675)
H (26.512, -14.122, -8.557)
H (20.442, -19.686, -2.626)
H (22.217, -12.458, -6.576)
H (19.063, -18.842, -0.458)
H (20.386, -20.151, 1.073)
H (22.774, -17.746, -1.768)
H (23.919, -18.769, -2.656)
H (22.604, -6.347, -1.766)
H (20.331, -13.071, -12.236)
H (15.291, -15.889, -0.080)
H (19.127, -5.596, -6.589)
H (17.333, -9.579, -11.710)
H (19.153, -10.246, -14.285)
H (12.978, -17.878, -1.396)
H (28.400, -15.252, -5.712)
H (19.468, -11.346, -6.227)
H (18.053, -13.135, -12.167)
H (18.238, -13.537, -5.793)
H (23.044, -11.517, -5.427)
H (27.965, -15.680, -2.901)
H (20.669, -8.410, -9.942)
H (18.775, -14.162, -3.845)
H (22.216, -20.683, 2.330)
H (15.980, -15.920, -3.057)
H (22.136, -19.135, 3.019)
H (25.718, -12.667, -5.691)
H (26.774, -15.922, -5.665)
H (22.431, -3.069, -5.080)
H (21.365, -5.069, -1.946)
H (20.824, -14.227, -1.764)
H (20.395, -17.892, -0.916)
H (18.070, -10.511, -8.348)
H (22.177, -14.544, -5.890)
H (18.861, -11.686, -4.604)
H (21.167, -13.012, -9.854)
H (21.887, -7.716, -5.713)
H (19.571, -15.241, -4.883)
H (17.635, -15.228, -0.716)
H (19.411, -4.237, -5.486)
H (21.462, -11.661, -12.006)
H (20.913, -7.074, -7.020)
H (20.711, -10.397, -13.874)
H (19.274, -5.750, -3.962)
H (17.622, -11.995, -13.459)
H (19.807, -13.825, -6.627)
H (17.737, -16.896, -1.454)
H (19.022, -7.797, -10.152)
H (20.287, -7.240, -2.216)
H (20.065, -10.310, -3.356)
H (21.374, -10.504, -9.681)
H (23.734, -19.789, 2.398)

Electronic energy (computed, eV): -155996.027; -68434.223
HOMO energy (computed, eV): -11.179; -8.128